Record 1
Below is C9H8FNO2 as an isolated structure, with properties calculated with ωB97M-V with the def2-TZVPD basis set.

## Properties
Kohn-Sham gap, Ha: 0.355
E_HOMO, eV: -9.67
Multiplicity: 1
LUMO, Ha: -0.0001
Maximum force, eV/A: 4.71

Last column: Löwdin charge in e.
Cartesian coordinates (Å):
C1 -1.6563 0.2025 2.2048  -0.070
C2 -1.4112 -1.1356 1.9434  -0.071
C3 -1.0239 1.1953 1.4725  -0.024
C4 -0.5554 -1.5036 0.9170  -0.004
C5 -0.1485 0.8369 0.4645  -0.173
C6 0.0675 -0.5114 0.1787  -0.123
C7 0.6879 1.7887 -0.3508  -0.157
C8 1.0621 1.0861 -1.6263  0.040
C9 1.0259 -0.7553 -0.9319  -0.246
N1 0.5812 -1.6087 -2.0226  -0.360
O1 -0.5663 -1.4576 -2.3886  0.091
O2 1.3774 -2.3793 -2.5007  0.115
F1 2.2773 -1.0945 -0.5645  0.094
H1 -2.3417 0.4780 2.9932  0.105
H2 -1.8819 -1.8982 2.5424  0.104
H3 -1.2004 2.2380 1.6859  0.114
H4 -0.3763 -2.5469 0.7009  0.125
H5 0.1529 2.7193 -0.5523  0.122
H6 1.5813 2.0350 0.2341  0.129
H7 0.2911 1.0643 -2.3845  0.095
H8 2.0573 1.2469 -2.0151  0.095

---

Record 2
Below is a 3-piece molecular cluster, C9H8INO3 overall, with properties calculated with ωB97M-V with the def2-TZVPD basis set.

## Properties
Kohn-Sham gap (alpha / beta), Ha: 0.253 / 0.241
E_HOMO (alpha / beta), eV: -2.18 / -2.18
Multiplicity: 1
LUMO (alpha / beta), Ha: 0.1730 / 0.1611
Net charge: -2
Maximum force, eV/A: 3.94

Last column: Löwdin charge in e.
Cartesian coordinates (Å):
C1 -2.1604 1.6734 -0.0926  -0.123
C2 -2.2992 0.4784 -0.8233  -0.059
C3 -0.9615 2.1069 0.4999  -0.112
C4 -1.0759 -0.3251 -0.9166  -0.016
C5 0.1506 1.3539 0.3470  -0.059
C6 0.1296 0.1125 -0.3021  -0.216
C7 3.8617 -0.3709 0.5921  -0.752
C8 1.3906 -0.6779 -0.4864  -0.198
C9 2.3302 -0.7087 0.6887  -0.024
N1 2.3123 -3.1632 0.8542  0.089
O1 4.1938 -0.3001 -0.6000  -0.071
O2 1.6429 -3.4410 -0.0614  -0.090
O3 4.3386 -0.0240 1.7002  -0.098
I1 -11.2332 -0.1731 -0.1214  -1.000
H1 -3.0069 2.3596 0.0698  0.093
H2 -3.1919 0.3311 -1.3721  0.074
H3 -1.0110 3.0262 1.0371  0.087
H4 -1.0042 -1.2613 -1.4672  0.093
H5 0.9984 1.6228 0.9492  0.111
H6 0.9695 -1.6968 -0.8142  0.099
H7 1.8240 -0.3652 -1.3381  0.074
H8 1.8019 -0.5574 1.6575  0.097

---

Record 3
Below is C9H8InN3O8S3Sb as an isolated structure, with properties calculated with ωB97M-V with the def2-TZVPD basis set.

## Properties
Kohn-Sham gap (alpha / beta), Ha: 0.184 / 0.222
E_HOMO (alpha / beta), eV: -0.95 / -1.73
Multiplicity: 2
LUMO (alpha / beta), Ha: 0.1490 / 0.1582
Net charge: -2
Maximum force, eV/A: 1.11
<S²>: 0.7899

Last column: Löwdin charge in e.
Cartesian coordinates (Å):
In1 1.3572 -0.6708 1.5787  0.135
S1 4.7689 -2.8155 4.2508  -0.449
Sb1 4.2732 -0.9270 3.0897  0.130
S2 3.3999 -1.7134 0.8378  -0.125
S3 1.9490 -0.2543 3.8970  -0.118
C1 0.2180 2.5954 2.3876  -0.050
O1 1.4767 2.6685 1.7020  -0.087
C2 1.9825 1.6085 1.1847  -0.263
C3 3.2722 1.9015 0.5162  -0.087
H1 -0.5465 2.9782 1.7149  0.093
H2 0.3013 3.2211 3.2728  0.094
H3 -0.0177 1.5723 2.6576  0.039
H4 3.4586 2.9737 0.4120  0.082
H5 3.2843 1.3969 -0.4501  0.081
H6 4.0642 1.4386 1.1129  0.039
O2 -3.8172 -2.9215 -3.7136  0.042
N1 -3.5642 -1.7301 -3.6080  -0.368
O3 -4.0346 -0.8918 -4.3704  0.025
C4 -2.6862 -1.3028 -2.5559  -0.182
C5 -2.3683 0.0360 -2.4523  0.047
C6 -1.5107 0.4716 -1.4363  -0.081
C7 -1.0427 -0.4220 -0.3930  -0.240
O4 -0.5237 0.0158 0.6790  -0.101
C8 -1.3306 -1.8209 -0.6148  -0.095
C9 -2.1511 -2.2411 -1.6742  0.054
N2 -0.8227 -2.8002 0.2255  -0.359
O5 -1.1265 -3.9925 0.0116  -0.031
O6 -0.0704 -2.5109 1.2231  -0.142
N3 -1.1430 1.8380 -1.4665  -0.351
O7 -0.1261 2.2343 -0.8959  0.041
O8 -1.8075 2.6014 -2.1787  0.005
H7 -2.7480 0.7521 -3.1615  0.114
H8 -2.3681 -3.2891 -1.7827  0.107

---

Record 4
Below is C9H8IrN2O4 as an isolated structure, with properties calculated with ωB97M-V with the def2-TZVPD basis set.

## Properties
Kohn-Sham gap (alpha / beta), Ha: 0.211 / 0.195
E_HOMO (alpha / beta), eV: -17.71 / -21.53
Multiplicity: 5
LUMO (alpha / beta), Ha: -0.4397 / -0.5962
Net charge: +3
Maximum force, eV/A: 6.65
<S²>: 6.0287

Last column: Löwdin charge in e.
Cartesian coordinates (Å):
Ir1 -0.3033 -1.2662 -0.2826  1.177
C1 -0.4754 -3.1409 -0.5820  -0.226
O1 -0.5915 -4.2898 -0.6367  0.227
C2 -1.2978 -0.4655 -1.7660  -0.187
O2 -1.8230 0.1985 -2.5704  0.207
C3 1.4297 -0.6945 -0.9585  -0.269
O3 2.4424 -0.2737 -1.3293  0.182
C4 -1.6642 -0.7819 1.0250  -0.246
O4 -2.3535 -0.3142 1.8343  0.181
C5 0.5034 3.4153 1.2812  0.224
H1 0.1990 3.2536 2.3320  0.134
H2 1.5759 3.6820 1.1857  0.137
C6 -0.3289 3.2976 0.2193  0.242
H3 0.0330 3.3419 -0.8140  0.135
H4 -1.3685 2.9697 0.3214  0.129
N1 1.9243 -0.2693 1.7769  0.075
C7 2.5017 -0.4451 2.9887  0.139
C8 1.7580 -1.4246 3.6192  0.149
C9 0.7432 -1.7980 2.7479  0.002
N2 0.8975 -1.1205 1.5984  -0.080
H5 2.1715 0.4817 1.1332  0.163
H6 3.3751 0.1003 3.2836  0.178
H7 1.9337 -1.7926 4.6069  0.164
H8 -0.0667 -2.4978 2.9282  0.163

---

Record 5
Below is C9H8N2 as an isolated structure, with properties calculated with ωB97M-V with the def2-TZVPD basis set.

## Properties
Kohn-Sham gap, Ha: 0.221
E_HOMO, eV: -7.78
Multiplicity: 1
LUMO, Ha: -0.0652
Maximum force, eV/A: 2.55

Last column: Löwdin charge in e.
Cartesian coordinates (Å):
C1 3.4593 -0.5497 -0.7899  -0.481
C2 -0.5896 1.4453 2.0677  -0.027
C3 -0.6354 2.2115 0.9076  -0.059
C4 -0.2756 0.0749 2.0497  0.010
C5 -0.3652 1.6832 -0.3478  0.029
C6 -0.0285 -0.4523 0.8219  -0.122
C7 -0.0560 0.3252 -0.3685  -0.133
C8 0.3497 -1.7063 0.0485  -0.022
C9 0.3116 -0.7881 -1.1608  -0.176
N1 4.5909 -0.7519 -0.6677  -0.227
N2 0.4718 -1.0319 -2.4640  0.248
H1 -0.7965 1.9214 3.0141  0.112
H2 -0.8906 3.2566 0.9890  0.109
H3 -0.2412 -0.4943 2.9658  0.118
H4 -0.3916 2.3010 -1.2315  0.118
H5 1.3297 -2.1211 0.2814  0.104
H6 -0.3951 -2.5026 0.0543  0.125
H7 0.8928 -1.9012 -2.7495  0.137
H8 0.5390 -0.2532 -3.0985  0.136

---

Record 6
Below is C9H8N2O in the gas phase, with properties calculated with ωB97M-V with the def2-TZVPD basis set.

## Properties
Kohn-Sham gap, Ha: 0.299
E_HOMO, eV: -7.96
SMILES: Nc1cc2ccccc2[nH]c1=O
Multiplicity: 1
LUMO, Ha: 0.0060
Maximum force, eV/A: 19.27

Last column: Löwdin charge in e.
Cartesian coordinates (Å):
N1 -3.0170 1.3324 -0.1151  0.032
C1 -1.7369 0.6842 -0.0165  -0.290
C2 -0.5894 1.3610 0.0612  0.032
C3 0.7320 0.7039 -0.0470  -0.115
C4 2.0133 1.4209 0.0635  -0.049
C5 3.1245 0.7230 -0.0259  -0.127
C6 3.0752 -0.6998 -0.0113  0.018
C7 1.8079 -1.4680 -0.0311  0.049
C8 0.7186 -0.6863 -0.0712  -0.173
N2 -0.6027 -1.3244 0.0507  0.160
C9 -1.8081 -0.7256 -0.0081  -0.530
O1 -2.8538 -1.3172 0.0246  0.059
H1 -3.6392 0.3543 -0.1761  0.143
H2 -3.1747 2.1175 0.7239  0.166
H3 -0.3634 2.3805 -0.0537  0.101
H4 2.2360 2.5585 -0.0215  0.147
H5 4.0833 1.2498 -0.1112  0.112
H6 3.8066 -1.2610 0.2854  0.035
H7 1.9072 -2.3000 0.0848  -0.028
H8 -0.7110 -2.4986 0.0412  0.257

---

Record 7
Below is C9H8N2O3 in the gas phase, with properties calculated with ωB97M-V with the def2-TZVPD basis set.

## Properties
Kohn-Sham gap, Ha: 0.308
E_HOMO, eV: -7.95
SMILES: NC1=[N+]([O-])O[C@]2(C=CC=CC2=C=O)C1
Multiplicity: 1
LUMO, Ha: 0.0153
Maximum force, eV/A: 1.13

Last column: Löwdin charge in e.
Cartesian coordinates (Å):
N1 3.3813 0.3308 -0.9591  0.150
C1 2.1212 0.4787 -0.4170  -0.294
N2 1.9278 0.7747 0.8301  -0.239
O1 2.7305 1.0006 1.7353  -0.006
O2 0.5254 0.8139 1.1418  0.050
C2 -0.1643 0.1324 0.0724  -0.362
C3 -0.1725 -1.3397 0.4094  -0.008
C4 -1.2507 -2.0166 0.8078  -0.073
C5 -2.5425 -1.3924 0.8690  -0.091
C6 -2.6991 -0.1239 0.4669  -0.045
C7 -1.5830 0.6754 -0.0371  -0.103
C8 -2.0242 1.8489 -0.4374  -0.100
O3 -2.5274 2.8232 -0.8077  0.227
C9 0.7980 0.3445 -1.1329  -0.004
H1 4.0922 0.6642 -0.3167  0.096
H2 3.4844 0.6959 -1.8957  0.098
H3 0.8039 -1.8026 0.3807  0.124
H4 -1.1741 -3.0589 1.0750  0.106
H5 -3.3847 -1.9548 1.2382  0.101
H6 -3.6670 0.3546 0.4858  0.118
H7 0.7660 -0.5038 -1.8157  0.129
H8 0.5587 1.2549 -1.6930  0.127

---

Record 8
Below is C9H8N2O4 in the gas phase, with properties calculated with ωB97M-V with the def2-TZVPD basis set.

## Properties
Kohn-Sham gap, Ha: 0.351
E_HOMO, eV: -8.97
SMILES: O=CO[C@]1(c2ccccc2)NC=[N+]([O-])O1
Multiplicity: 1
LUMO, Ha: 0.0212
Maximum force, eV/A: 4.31

Last column: Löwdin charge in e.
Cartesian coordinates (Å):
O1 -2.9395 2.3077 0.1940  0.113
C1 -2.4672 1.4069 0.8150  -0.335
O2 -1.1150 1.1409 0.8341  0.023
C2 -0.7376 -0.0556 0.1091  -0.447
C3 0.8082 -0.2807 0.0887  -0.121
C4 1.4532 0.0598 1.2372  -0.048
C5 2.8438 -0.0005 1.3443  -0.074
C6 3.6634 -0.1831 0.2120  -0.045
C7 2.9698 -0.6542 -0.9613  -0.067
C8 1.5677 -0.7022 -1.0293  -0.034
N1 -1.2447 0.1234 -1.2208  0.104
C9 -2.6173 -0.2002 -1.1629  -0.074
N2 -2.9232 -1.0235 -0.2278  -0.203
O3 -3.8482 -1.6345 0.2385  0.060
O4 -1.5397 -1.1409 0.5298  0.062
H1 -3.0042 0.8276 1.5977  0.165
H2 0.8801 0.5216 2.1200  0.153
H3 3.3424 0.1452 2.3044  0.105
H4 4.6898 -0.0806 0.3348  0.075
H5 3.4444 -0.8619 -1.9554  0.112
H6 1.1254 -1.1415 -1.9424  0.119
H7 -1.0511 1.0818 -1.6057  0.179
H8 -3.3001 0.3443 -1.8541  0.179